Formula: C30H38N5RuSSi
Source: OMol25
Level of theory: the ωB97M-V functional and the def2-TZVPD basis

ORCA input file:
```
! wB97M-V def2-TZVPD RIJCOSX def2/J DEFGRID3
* xyz 0 2
Ru 0.12674 0.58619 -0.89621
C 2.41813 0.41622 2.25544
C 3.43588 -0.30349 1.38581
C 2.89814 -0.60154 -0.01596
N 2.23176 0.54858 -0.62409
C 2.94199 1.59920 -0.93609
C 4.36438 1.58831 -0.99466
C 5.26320 2.62695 -0.98427
C 5.03519 3.99737 -0.84950
C 3.80200 4.61203 -0.88986
C 2.54985 4.07814 -1.17947
C 2.14210 2.74378 -1.35106
N 0.95551 2.37932 -1.79403
C 0.06574 3.40176 -2.30203
C -1.28134 2.80212 -2.58692
C -2.09336 2.74652 -1.31922
N -1.42379 1.93881 -0.30314
C -2.06028 1.70046 0.82420
C -3.37804 2.17313 1.05650
C -4.09617 2.32636 2.23013
C -3.75713 1.98758 3.52603
C -2.65846 1.21906 3.88472
C -1.67479 0.64263 3.10650
C -1.35533 0.78508 1.72848
N -0.38454 0.11892 1.14869
C 0.28472 -0.95458 1.87048
C 1.36973 -0.50474 2.86313
H 2.93883 0.94692 3.05528
H 1.90544 1.17392 1.65854
H 4.32971 0.31893 1.30474
H 3.73658 -1.24935 1.84649
H 3.71540 -0.95946 -0.64891
H 2.17601 -1.40534 0.01954
H 4.80014 0.59857 -1.03518
H 6.30531 2.32795 -1.03095
H 5.90120 4.63201 -0.71219
H 3.80957 5.68529 -0.73010
H 1.75457 4.80552 -1.25332
H -0.05822 4.21080 -1.57049
H 0.48881 3.84484 -3.21020
H -1.81446 3.37179 -3.34943
H -1.14441 1.78749 -2.96810
H -2.25470 3.75984 -0.92866
H -3.08014 2.34279 -1.57126
H -3.88167 2.53655 0.17402
H -5.06286 2.80666 2.11307
H -4.42994 2.30089 4.31386
H -2.57383 0.99445 4.94332
H -0.99764 0.01332 3.65845
H -0.44927 -1.56442 2.41073
H 0.72323 -1.60098 1.11517
H 0.91646 0.02254 3.70299
H 1.83240 -1.41175 3.26653
C 0.12668 -4.58545 0.49949
Si -0.94642 -4.64216 -1.02759
C -2.26689 -5.95410 -0.82049
C 0.04612 -5.05997 -2.55004
C -1.84212 -2.98436 -1.16604
C -3.18513 -2.86426 -0.84066
C -3.81655 -1.62144 -0.82282
C -3.06764 -0.51224 -1.13661
N -1.77667 -0.58972 -1.47982
C -1.17442 -1.78531 -1.48111
S 0.52539 -1.65706 -1.82593
H 0.56346 -5.56609 0.70840
H -0.45534 -4.27843 1.37155
H 0.94175 -3.87207 0.36009
H -1.80703 -6.94451 -0.86888
H -3.01125 -5.89646 -1.61908
H -2.78502 -5.87710 0.13865
H 0.32405 -6.11701 -2.53172
H 0.95745 -4.46314 -2.61317
H -0.53699 -4.87962 -3.45627
H -3.75383 -3.75011 -0.58033
H -4.86080 -1.51813 -0.56364
H -3.50716 0.47478 -1.12155
*
```

- Maximum force: 0.0189 Eh/bohr
- Expectation value of S²: 0.7776
- HOMO (alpha / beta): -6.57 / -6.57 eV

Formula: C7H18OP
Source: OMol25
Level of theory: the ωB97M-V functional and the def2-TZVPD basis

ORCA input file:
```
! wB97M-V def2-TZVPD RIJCOSX def2/J DEFGRID3
* xyz 1 1
C -2.63756 -1.11945 0.62041
C 1.10462 -2.43606 0.55698
C -0.11887 3.09551 0.30377
C 1.53264 0.15900 -1.89561
C -2.13175 -0.83478 -0.77283
C 1.43167 -0.95903 0.91152
C 0.98162 2.07421 0.72989
O -1.45363 0.33423 -0.92919
P 0.92037 0.43886 -0.15869
H -2.81040 -0.19737 1.13965
H -3.72136 -1.51561 0.61290
H -1.95651 -1.84659 1.14698
H 0.12936 -2.67159 1.09483
H 1.07496 -2.50258 -0.47029
H 1.71350 -3.19254 1.08293
H -0.42720 3.00232 -0.67159
H -0.78010 3.16466 1.21726
H 0.43782 4.07648 0.06451
H 2.17391 1.01215 -2.42025
H 0.67847 0.03354 -2.54180
H 2.04755 -0.82340 -1.85175
H -3.00976 -0.49533 -1.38623
H -1.73913 -1.71881 -1.30476
H 2.61305 -0.86943 0.69577
H 1.06901 -0.69548 1.98832
H 0.99574 1.96347 1.89330
H 1.88200 2.52362 0.34397
*
```

- Energy relative to the best compared isomer or geometry (same formula, charge and spin): 76.3 kcal per mole
- Maximum force: 0.0816 Eh/bohr
- HOMO (alpha / beta): -13.92 / -12.95 eV

Formula: BeFH10O5
Source: OMol25
Level of theory: the ωB97M-V functional and the def2-TZVPD basis

ORCA input file:
```
! wB97M-V def2-TZVPD RIJCOSX def2/J DEFGRID3
* xyz 1 1
Be 15.53800 -2.49300 -23.93000
F 15.39200 -3.94200 -23.60900
O 13.23600 -4.66900 -22.48500
H 14.04000 -4.33900 -22.83300
H 13.45700 -5.10200 -21.68700
O 14.70600 -2.17500 -25.36500
H 14.17700 -1.37100 -25.42900
H 14.05800 -2.83200 -25.53100
O 16.00400 -6.47900 -23.31900
H 16.55900 -6.52400 -22.56800
H 15.72100 -5.56500 -23.46100
O 14.90800 -1.64600 -22.64400
H 14.03700 -1.33900 -22.45500
H 15.31600 -1.31200 -21.86100
O 17.15200 -1.90500 -23.97400
H 17.26900 -0.95400 -24.11400
H 17.77200 -2.11100 -23.28300
*
```

- Energy relative to the best compared isomer or geometry (same formula, charge and spin): 17.5 kcal per mole
- Maximum force: 0.0426 Eh/bohr
- HOMO: -13.25 eV

Formula: C24H19BBrCl2N8O2Sc
Source: OMol25
Level of theory: the ωB97M-V functional and the def2-TZVPD basis

ORCA input file:
```
! wB97M-V def2-TZVPD RIJCOSX def2/J DEFGRID3
* xyz 1 2
Sc 0.49866 -0.17771 -0.47999
C -3.45203 1.60512 -1.10117
C -2.41338 0.77094 -1.49815
N -1.37716 0.90500 -0.66954
N -1.71822 1.83080 0.25702
C -2.96760 2.25626 0.01984
B -0.69721 2.32779 1.33551
N -0.28781 1.12306 2.24476
C -0.32290 0.97581 3.57732
C 0.27360 -0.22791 3.91095
C 0.65886 -0.77294 2.69862
N 0.33181 0.03850 1.68724
N 0.59024 2.77905 0.58505
C 1.30185 3.91325 0.68444
C 2.34666 3.86040 -0.21703
C 2.21110 2.62135 -0.83387
N 1.15089 1.97400 -0.34815
N -1.31498 3.50211 2.05766
C -1.60160 4.70698 1.48144
C -2.34260 5.43034 2.37111
C -2.48051 4.57347 3.48573
N -1.87609 3.41760 3.29139
H -4.41608 1.72528 -1.56650
H -2.36301 0.08041 -2.32526
H -3.44032 2.99003 0.65356
H -0.78688 1.73215 4.18797
H 0.40326 -0.64471 4.89530
H 1.14472 -1.71765 2.50703
H 1.03272 4.67865 1.39303
H 3.10210 4.60719 -0.39316
H 2.82738 2.16154 -1.58885
H -1.27248 4.95853 0.48436
H -2.72687 6.42976 2.24686
H -2.99681 4.75808 4.41608
Br -1.99589 -2.13635 0.24110
C -1.11021 -3.54020 -0.67530
C -1.81984 -4.51496 -1.31277
C -1.12744 -5.58914 -1.90579
C 0.23437 -5.67396 -1.80560
C 0.97449 -4.68029 -1.12910
C 2.38222 -4.75801 -0.96899
C 3.09307 -3.77991 -0.32197
C 2.41599 -2.67475 0.22761
C 1.08426 -2.52507 -0.05344
C 0.28934 -3.55885 -0.58928
H -2.90008 -4.46607 -1.35764
H -1.68630 -6.35154 -2.43088
H 0.77241 -6.50029 -2.25595
H 2.89636 -5.63586 -1.34434
H 4.16471 -3.85715 -0.19686
H 2.98175 -1.93710 0.78609
Cl 2.70160 -2.70759 -3.91878
C 2.03017 -1.06384 -4.03433
Cl 0.82638 -0.93932 -5.30221
C 1.45732 -0.72780 -2.66305
O 0.22858 -0.90054 -2.40702
O 2.23421 -0.27520 -1.77332
H 2.85321 -0.39874 -4.25882
*
```

- Energy relative to the best compared isomer or geometry (same formula, charge and spin): 6.0 kcal per mole
- Maximum force: 0.0145 Eh/bohr
- Expectation value of S²: 0.7583
- HOMO (alpha / beta): -11.71 / -11.77 eV

Formula: C26H30N4O3
Source: OMol25
Level of theory: the ωB97M-V functional and the def2-TZVPD basis

ORCA input file:
```
! wB97M-V def2-TZVPD RIJCOSX def2/J DEFGRID3
* xyz 0 1
C -0.99590 -3.11700 -0.36247
C -2.04320 -2.20882 -1.00774
N -3.04831 -1.72344 -0.08201
C -3.77203 -2.72855 0.68995
C -3.29700 -2.78358 2.13820
C -3.49159 -0.45578 0.04943
O -4.41253 -0.17107 0.79104
C -2.81343 0.67326 -0.74709
N -1.71889 1.23005 0.00538
C -0.80638 0.51379 0.68625
C 0.08594 1.34430 1.33719
C 1.22798 0.94340 2.11706
O 1.88890 1.68479 2.82646
C 1.60157 -0.52461 1.91042
O 0.78442 -1.42674 2.03175
N 2.88092 -0.77013 1.55581
C 3.87903 0.21383 1.20510
C 4.28877 -0.02961 -0.26970
N 3.25438 -0.73684 -0.98560
C 2.17694 -0.05570 -1.53204
C 1.98019 1.31693 -1.34904
C 0.94198 1.97777 -1.97649
C 0.05987 1.29564 -2.79504
C 0.24459 -0.06313 -2.99093
C 1.28677 -0.72891 -2.37736
C 3.09120 -2.08505 -0.47564
C 3.22433 -2.08916 1.06806
C -0.32196 2.68599 1.01954
C 0.18053 3.94099 1.34464
C -0.44964 5.05078 0.82300
C -1.56086 4.92787 -0.01242
C -2.07494 3.69236 -0.35052
C -1.44825 2.57072 0.17389
H -1.44071 -4.02550 0.03288
H -0.46847 -2.61379 0.44472
H -0.27284 -3.40149 -1.12380
H -1.52272 -1.36640 -1.46160
H -2.55084 -2.76850 -1.80686
H -4.83192 -2.45770 0.67609
H -3.64912 -3.69364 0.19673
H -3.83008 -3.56739 2.66975
H -2.22988 -2.97790 2.19871
H -3.50351 -1.83283 2.62158
H -2.48035 0.35688 -1.74056
H -3.57334 1.44971 -0.86518
H -0.85247 -0.55323 0.73105
H 4.74489 0.09409 1.86623
H 3.48208 1.21536 1.35196
H 4.51733 0.90772 -0.77562
H 5.18531 -0.65702 -0.31002
H 2.63127 1.88909 -0.70844
H 0.81759 3.03798 -1.81295
H -0.74835 1.81876 -3.28374
H -0.41495 -0.61042 -3.65122
H 1.43073 -1.77821 -2.58607
H 2.10486 -2.45557 -0.74789
H 3.84996 -2.74198 -0.91846
H 4.24570 -2.31828 1.38084
H 2.53978 -2.81152 1.51273
H 1.03772 4.02756 1.99326
H -0.08127 6.03746 1.06188
H -2.02727 5.81989 -0.40358
H -2.93256 3.61254 -1.00151
*
```

- Energy relative to the best compared isomer or geometry (same formula, charge and spin): 41.7 kcal per mole
- Maximum force: 0.0146 Eh/bohr
- HOMO: -7.90 eV

Formula: C8H13NS
Source: OMol25
Level of theory: the ωB97M-V functional and the def2-TZVPD basis

ORCA input file:
```
! wB97M-V def2-TZVPD RIJCOSX def2/J DEFGRID3
* xyz 0 1
C 1.72698 2.17041 -0.35155
C 1.44060 3.61677 -0.63335
C -0.46981 -1.76892 -0.61411
C -1.60995 -2.03513 0.00127
C 0.07871 1.88901 -1.87576
C 2.76680 1.59790 0.52565
C -1.87861 -1.56200 1.49626
C -2.35915 -3.30489 -0.19359
N 0.99913 1.38019 -1.05355
S -0.02127 3.69236 -1.71278
H 1.38018 4.47869 0.11841
H 2.35578 3.77844 -1.24701
H 0.17442 -0.88100 -0.35685
H -0.15968 -2.35655 -1.43944
H 3.46932 0.99285 -0.02394
H 2.27395 0.89528 1.15133
H 3.22988 2.39563 1.04380
H -2.59226 -2.16713 2.07840
H -2.32187 -0.59714 1.47695
H -0.93032 -1.29321 2.06226
H -2.13723 -3.84562 0.74561
H -2.00740 -3.93412 -0.98066
H -3.40820 -3.14183 -0.21735
*
```

- Energy relative to the best compared isomer or geometry (same formula, charge and spin): 82.9 kcal per mole
- Maximum force: 0.0665 Eh/bohr
- HOMO: -7.99 eV